1.
Formula: C12H18Br33NO2P
Source: the Open Molecules 2025 dataset
Level of theory: ωB97M-V/def2-TZVPD

- Charge: -1
- Spin multiplicity: 1
- Gap between HOMO and LUMO: 3.835 eV

Atoms and positions in Å:
Br: -2.349 6.800 9.970
Br: 2.018 -8.942 -4.754
Br: -0.585 -0.624 2.749
Br: 1.754 10.897 6.054
C: -0.796 2.845 -2.506
Br: -3.547 6.327 13.631
P: 1.824 -6.299 -10.031
H: -2.048 1.789 4.698
Br: 0.634 5.582 9.977
Br: 2.256 -7.688 -1.795
Br: -0.997 3.554 6.115
H: -4.051 3.947 14.188
H: 0.905 -7.412 -10.025
C: -4.279 4.554 13.306
C: -5.452 3.298 -0.031
Br: -2.492 1.933 -2.230
H: 0.998 -5.663 -11.053
C: 0.886 -5.391 -8.594
Br: 0.249 2.017 -3.922
Br: -3.811 2.020 6.449
C: 2.378 11.620 7.749
C: 3.358 -3.980 -3.053
Br: 4.801 -5.046 -2.299
Br: -5.000 3.289 1.861
Br: -1.053 0.352 6.479
H: 0.134 -0.035 -8.829
C: 3.467 -1.898 2.205
H: -4.850 2.517 -0.507
Br: 0.219 3.001 -0.854
H: 2.681 -6.916 -11.052
H: -1.132 5.508 8.216
C: -0.878 -1.496 1.035
Br: 1.166 -2.093 -7.867
H: -1.888 -1.228 0.709
C: -1.986 1.912 5.784
Br: -0.203 7.781 7.775
Br: -1.735 -0.786 -7.356
C: -0.277 -1.028 -8.621
Br: 3.821 10.555 8.503
H: 3.770 -2.987 -3.261
H: -0.149 -5.935 -8.363
C: 1.104 -8.596 -3.072
O: 3.135 -3.794 -7.905
Br: 4.300 -2.122 3.948
H: 2.790 12.613 7.540
Br: 4.242 -3.086 0.874
H: 0.851 -9.570 -2.639
Br: 3.496 -0.042 1.623
Br: -0.827 -3.434 1.191
Br: 0.920 11.862 9.013
H: 2.690 -5.136 -10.114
N: 2.262 -4.174 -7.141
Br: -7.318 2.840 -0.331
Br: -0.571 -7.643 -3.341
Br: 1.900 -3.738 -1.788
Br: 2.734 -4.703 -4.748
H: 0.669 -4.262 -8.887
Br: -3.431 3.689 11.785
Br: -4.974 4.981 -0.882
H: -1.030 3.863 -2.834
O: 1.811 -5.403 -7.446
Br: 0.350 -0.846 -0.326
C: -0.808 6.306 8.890
Br: -0.901 -1.751 -10.316
Br: -6.216 4.592 13.129
H: 2.644 -6.912 -8.982
H: 2.415 -2.182 2.314

Löwdin atomic charge list, values in e, 4 entries:
1. Br 0.528
2. Br 0.569
3. Br 0.542
4. Br 0.540

=====

2.
Formula: C4H5Br
Source: the Open Molecules 2025 dataset
Level of theory: ωB97M-V/def2-TZVPD

- SMILES string: C=CC(=C)Br
- Spin multiplicity: 1
- Gap between HOMO and LUMO: 9.990 eV

Atoms and positions in Å:
C: 0.463 -0.466 0.220
H: 0.687 -1.280 -0.314
C: 1.086 -0.322 1.387
H: 1.884 -0.893 1.790
H: 0.908 0.547 2.126
H: -1.827 0.726 -1.902
Br: -0.841 2.117 0.417
C: -1.076 0.077 -1.529
C: -0.490 0.444 -0.425
H: -0.794 -0.949 -1.769

Löwdin atomic charge list, values in e, 4 entries:
1. C -0.232
2. H 0.056
3. C 0.002
4. H 0.040

=====

3.
Formula: C20H40AsF6O16
Source: the Open Molecules 2025 dataset
Level of theory: ωB97M-V/def2-TZVPD

- Charge: -1
- Spin multiplicity: 1
- Gap between HOMO and LUMO: 9.607 eV

Atoms and positions in Å:
O: 3.419 5.178 -1.344
C: 2.146 -4.199 -1.605
C: -5.073 -0.406 3.952
O: 0.588 0.296 -3.265
O: 2.309 -4.268 -2.770
H: -4.895 -3.970 -1.779
H: 1.265 -2.729 1.006
H: -5.019 -0.416 0.137
F: 0.579 1.420 -0.724
H: 3.699 2.020 -4.295
C: 0.792 -1.116 -3.125
H: 0.192 5.489 3.428
O: 1.897 -5.249 -0.800
H: -4.780 -3.492 -0.149
H: -2.643 3.082 -2.974
C: 0.428 4.567 2.905
F: -0.452 0.785 2.531
O: -2.574 -3.145 -2.603
H: 0.462 -4.936 0.613
H: 3.306 0.820 3.405
H: 1.827 -1.267 -3.464
C: -2.228 -4.335 -0.622
H: -4.959 -2.239 -1.343
C: -4.531 0.390 0.672
H: -2.537 1.105 3.120
O: 1.431 3.847 3.621
C: -4.462 -3.185 -1.156
H: 4.465 2.148 -2.738
F: -1.280 0.207 0.234
H: 0.484 0.614 -2.360
H: 2.094 -6.736 1.329
O: -4.914 -0.855 2.691
H: 1.529 4.356 -1.614
H: 0.758 -1.500 -2.106
O: -1.317 -4.703 -1.664
H: 1.588 3.063 3.075
O: -4.292 0.654 4.188
O: -5.799 -0.936 4.741
H: -0.966 3.393 -2.695
C: 3.516 2.300 -3.255
As: 0.075 1.084 0.915
C: -1.902 3.151 -2.177
O: -2.244 4.082 -1.173
O: 2.181 -3.062 -0.874
C: 1.539 -4.808 0.500
H: 2.031 -5.414 2.549
H: 2.765 1.614 -2.862
H: -3.958 2.031 2.675
F: -0.981 2.474 0.909
F: 1.006 -0.382 0.863
C: 2.579 4.075 -1.699
H: -2.961 -5.144 -0.536
H: 3.010 -3.265 0.960
C: 3.035 3.726 -3.134
H: -1.558 4.014 -0.502
H: 4.713 -0.420 4.543
O: 5.067 6.371 -2.301
C: -2.957 -3.110 -1.215
H: 2.209 3.943 -3.814
C: -3.926 -0.063 1.986
H: 0.166 -1.734 -3.770
H: -0.419 3.880 2.847
O: -1.003 -4.205 -3.818
H: 2.757 3.271 -0.983
O: 4.887 0.510 4.701
C: 4.257 5.500 -2.337
F: 1.447 2.000 1.489
C: 4.282 1.254 3.655
H: -1.794 2.148 -1.755
C: -1.575 -4.014 -2.799
H: 4.010 2.240 4.029
C: -3.612 1.046 2.988
C: 2.014 -3.350 0.527
H: -1.679 -4.152 0.295
H: -2.641 -2.188 -0.716
C: 2.267 -5.674 1.520
O: 4.063 4.682 -3.398
H: 3.343 -5.589 1.344
H: -5.270 1.168 0.880
H: 4.876 1.331 2.744
H: -3.773 0.870 0.051
H: 0.719 4.807 1.877
H: -3.096 -0.749 1.819

Löwdin atomic charge list, values in e, 4 entries:
1. O 0.069
2. C -0.577
3. C -0.582
4. O -0.141

=====

4.
Formula: C45H46CrN6O6P2
Source: the Open Molecules 2025 dataset
Level of theory: ωB97M-V/def2-TZVPD

- Charge: +1
- Spin multiplicity: 4
- <S²>: 3.7716
- Gap between HOMO and LUMO (spin up / spin down): 7.961 / 7.813 eV

Atoms and positions in Å:
N: -8.523 -15.707 -0.502
H: -9.970 -18.851 -3.471
H: -5.558 -15.048 -1.581
H: -14.205 -25.579 2.980
C: -7.613 -22.090 7.381
C: -8.990 -24.657 0.607
C: -5.968 -23.975 -0.607
H: -2.858 -25.261 -0.088
H: -11.352 -17.262 0.742
N: -7.760 -15.698 -2.644
H: -7.752 -24.211 3.290
H: -5.151 -19.325 -4.318
C: -10.725 -26.750 -0.188
N: -9.047 -19.313 1.584
C: -6.965 -18.438 -4.985
H: -10.356 -17.175 2.903
H: -2.316 -21.293 0.922
C: -9.062 -23.894 7.733
H: -11.966 -26.734 3.117
C: -9.600 -16.729 -0.548
P: -7.987 -23.258 1.123
H: -3.440 -25.092 2.161
H: -4.796 -20.254 -2.310
N: -6.282 -15.311 -0.952
H: -6.698 -23.927 -1.414
C: -8.052 -23.084 8.221
H: -8.383 -15.662 0.486
H: -1.658 -21.460 4.982
C: -10.425 -16.662 0.772
C: -13.347 -25.001 3.215
C: -6.772 -19.734 -2.923
C: -6.273 -23.769 0.746
H: -7.171 -22.567 3.331
H: -9.905 -25.537 3.467
H: -9.046 -17.785 -5.353
H: -10.181 -24.444 5.845
C: -11.084 -25.435 -0.344
P: -9.450 -22.652 3.812
C: -8.916 -18.882 -3.584
Cr: -7.708 -20.108 0.250
C: -3.720 -21.171 4.603
H: -9.236 -15.966 2.430
H: -7.601 -26.213 0.869
H: -9.963 -19.285 1.146
H: -12.085 -21.797 3.340
O: -8.557 -21.981 0.513
H: -4.018 -20.996 5.609
H: -7.039 -16.155 -3.256
H: -6.739 -17.882 -5.869
C: -4.548 -20.920 3.534
H: -9.196 -17.745 -0.691
O: -6.484 -20.698 1.663
C: -8.130 -19.474 -2.606
C: -7.513 -15.604 -1.316
C: -3.817 -24.873 0.071
H: -7.694 -23.256 9.289
H: -5.588 -24.015 2.865
C: -9.622 -16.926 2.097
C: -13.298 -23.578 3.249
O: -6.934 -18.291 0.359
C: -12.092 -25.693 3.156
H: -8.692 -16.018 -2.906
O: -9.615 -21.226 3.467
O: -8.655 -19.847 -1.439
H: -9.095 -28.050 0.312
H: -5.570 -20.521 3.599
C: -4.748 -24.499 -0.943
C: -7.971 -21.968 6.054
C: -1.953 -21.588 2.965
C: -5.832 -20.325 -2.013
C: -10.895 -23.643 3.484
C: -10.884 -25.002 3.295
C: -5.269 -20.888 1.218
H: -6.101 -15.565 0.028
C: -7.968 -23.182 2.898
H: -8.129 -18.045 3.084
C: -9.473 -27.029 0.282
C: -12.050 -22.889 3.376
C: -8.301 -18.301 -4.692
H: -9.143 -20.018 2.393
H: -4.536 -24.721 -1.991
H: -12.102 -25.216 -0.697
H: -9.449 -24.605 8.381
C: -9.495 -23.781 6.407
C: -4.137 -24.706 1.415
H: -7.546 -21.278 5.370
N: -6.123 -20.611 -0.797
C: -8.532 -17.951 2.061
H: -11.421 -27.549 -0.545
H: -6.833 -21.336 7.717
H: -10.533 -23.368 -0.059
C: -8.596 -26.003 0.646
H: -14.228 -23.056 3.079
H: -10.348 -16.379 -1.373
O: -6.817 -16.384 1.520
C: -2.788 -21.399 1.902
N: -4.976 -20.967 -0.043
C: -5.354 -24.074 1.774
C: -7.297 -17.504 1.254
C: -10.263 -24.406 0.079
C: -4.139 -21.113 2.205
C: -2.405 -21.552 4.280
C: -8.958 -22.806 5.527
H: -0.912 -21.809 2.815
C: -6.204 -19.243 -4.102
H: -10.748 -15.585 0.893

Löwdin atomic charge list, values in e, 4 entries:
1. N 0.105
2. H 0.109
3. H 0.127
4. H 0.092

=====

5.
Formula: C4H3FN2O
Source: the Open Molecules 2025 dataset
Level of theory: ωB97M-V/def2-TZVPD

- SMILES string: [H]/N=c1\ncocc1F
- Spin multiplicity: 1
- Gap between HOMO and LUMO: 9.946 eV

Atoms and positions in Å:
O: -0.338 -1.214 1.482
C: -0.092 0.080 -0.952
H: -1.457 -2.535 0.535
C: -0.914 -1.643 0.353
N: 0.310 0.639 -2.015
N: -0.736 -1.165 -0.855
C: 0.355 0.038 1.398
C: 0.415 0.843 0.320
H: 0.273 0.164 -3.058
F: 0.824 2.171 0.195
H: 0.873 0.327 2.288

Löwdin atomic charge list, values in e, 4 entries:
1. O 0.021
2. C -0.410
3. H 0.126
4. C -0.162

=====

6.
Formula: C2HBr2ClF2
Source: the Open Molecules 2025 dataset
Level of theory: ωB97M-V/def2-TZVPD

- Spin multiplicity: 1
- Gap between HOMO and LUMO: 8.912 eV

Atoms and positions in Å:
H: -0.866 -0.225 1.517
Br: 2.342 -0.138 0.320
F: -1.968 0.323 -0.073
Br: 0.329 -2.285 -0.972
C: -0.875 0.463 0.674
C: 0.737 -0.467 -0.657
F: 0.687 0.266 -1.763
Cl: -0.386 2.062 0.953

Löwdin atomic charge list, values in e, 4 entries:
1. H 0.086
2. Br 0.659
3. F -0.031
4. Br 0.694

=====

7.
Formula: C3H4S
Source: the Open Molecules 2025 dataset
Level of theory: ωB97M-V/def2-TZVPD

- SMILES string: SC1C=C1
- Spin multiplicity: 1
- Gap between HOMO and LUMO: 10.070 eV

Atoms and positions in Å:
H: 1.783 -0.750 0.831
H: -0.952 -1.659 0.430
H: -1.623 1.464 0.556
S: 2.067 0.343 -0.003
C: -0.745 -0.632 0.093
H: 0.139 0.282 -1.631
C: 0.268 0.306 -0.547
C: -0.938 0.647 0.272

Löwdin atomic charge list, values in e, 4 entries:
1. H -0.119
2. H 0.107
3. H 0.106
4. S 0.622

=====

8.
Formula: C5H16N3
Source: the Open Molecules 2025 dataset
Level of theory: ωB97M-V/def2-TZVPD

- Charge: +1
- Spin multiplicity: 1
- Gap between HOMO and LUMO: 11.580 eV

Atoms and positions in Å:
H: 0.407 0.409 -2.203
H: 1.855 -0.246 -1.989
H: -0.225 -2.886 0.535
H: 2.045 -0.844 0.935
H: 1.562 -3.294 0.859
H: -3.380 -0.079 0.260
H: 2.678 1.813 -1.756
H: 1.045 -1.440 2.402
H: 1.077 -2.343 -0.552
H: -3.829 1.193 -0.844
H: -4.062 1.361 0.968
C: 1.784 1.606 -1.069
N: -1.089 1.865 -0.077
C: 0.859 -2.499 0.530
C: -3.468 0.967 0.179
C: -2.191 1.534 0.099
H: 1.967 1.457 -0.065
N: 0.074 -0.240 0.939
H: -0.919 -0.561 1.064
H: -0.070 0.740 1.380
H: 0.428 -0.032 -0.190
H: 1.162 2.461 -1.253
N: 1.151 0.322 -1.490
C: 1.139 -1.263 1.336

Löwdin atomic charge list, values in e, 4 entries:
1. H 0.112
2. H 0.112
3. H 0.109
4. H 0.107

=====

9.
Formula: C4H8N2S
Source: the Open Molecules 2025 dataset
Level of theory: ωB97M-V/def2-TZVPD

- SMILES string: C[C@H]1CN1NC=S
- Spin multiplicity: 1
- Gap between HOMO and LUMO: 9.071 eV

Atoms and positions in Å:
S: -2.811 0.251 0.135
H: 3.148 1.826 -0.050
H: 2.698 -0.151 -1.226
H: 1.709 1.827 1.039
N: 0.887 -0.781 -0.356
C: 2.113 0.043 -0.348
N: -0.230 -0.103 0.112
C: 2.076 1.530 0.035
H: 1.476 2.091 -0.731
C: 1.954 -1.111 0.566
H: -0.211 0.488 0.941
H: 1.792 -1.050 1.599
H: 2.554 -1.996 0.281
H: -1.268 -1.130 -1.210
C: -1.398 -0.416 -0.433

Löwdin atomic charge list, values in e, 4 entries:
1. S 0.523
2. H 0.083
3. H 0.122
4. H 0.077

=====

10.
Formula: C16H16N2O4Yb
Source: the Open Molecules 2025 dataset
Level of theory: ωB97M-V/def2-TZVPD

- Charge: +1
- Spin multiplicity: 2
- <S²>: 0.7509
- Gap between HOMO and LUMO (spin up / spin down): 7.497 / 7.505 eV

Atoms and positions in Å:
H: -1.536 -1.609 -4.193
H: -0.899 0.752 -4.265
N: -0.831 -0.469 -2.535
H: -1.683 -2.408 -2.621
H: -0.897 -2.381 4.671
Yb: -0.978 -0.510 -0.151
O: -0.927 3.225 2.284
H: -0.691 1.939 4.587
H: 0.862 -0.819 -3.769
C: 1.228 -0.082 -0.443
C: -0.928 -1.429 4.158
C: 0.583 -0.928 -2.717
C: -1.130 -1.408 2.785
H: -0.601 -0.203 5.882
C: -1.106 2.036 1.772
H: 4.043 1.598 0.522
C: -0.817 0.982 4.100
C: -1.760 -1.449 -3.135
C: 1.541 -0.178 -1.812
O: -1.335 -2.358 0.629
C: 2.711 0.358 -2.333
C: -1.300 -2.654 1.917
C: 3.339 1.104 -0.137
C: -0.768 -0.221 4.813
N: -1.181 -0.261 2.120
H: 4.527 1.415 -1.899
C: 3.613 1.000 -1.493
C: 2.157 0.573 0.369
H: -0.976 3.898 1.582
H: -1.996 1.247 -2.963
O: -1.310 1.822 0.583
O: -1.395 -3.729 2.433
C: -1.032 0.905 2.746
H: -0.251 1.536 -2.810
C: -1.006 0.846 -3.182
H: 1.974 0.665 1.437
H: 2.931 0.271 -3.393
H: -2.783 -1.082 -3.057
H: 0.610 -1.993 -2.481

Löwdin atomic charge list, values in e, 4 entries:
1. H 0.104
2. H 0.103
3. N -0.400
4. H 0.091

=====

11.
Formula: C9H26N4O3
Source: the Open Molecules 2025 dataset
Level of theory: ωB97M-V/def2-TZVPD

- SMILES string: COC[C@H](C)N.COC[C@H](C)N.NC(N)=O
- Spin multiplicity: 1
- Gap between HOMO and LUMO: 9.154 eV

Atoms and positions in Å:
H: -11.672 14.197 -13.546
H: -2.080 11.836 -11.730
C: -0.027 8.415 -12.182
C: -8.836 16.984 -15.357
H: -1.192 10.237 -13.576
H: -0.899 8.158 -12.801
N: -5.595 14.007 -13.396
H: 0.523 10.344 -13.962
H: -6.768 17.326 -12.744
C: -8.937 15.925 -13.074
H: -1.747 12.335 -14.237
H: -0.622 11.917 -10.708
O: 0.096 9.798 -12.005
H: 0.768 12.393 -12.760
H: 0.855 7.979 -12.669
H: -8.602 17.880 -15.936
H: -0.836 13.641 -13.946
C: -8.511 17.144 -13.884
H: -8.301 16.131 -15.776
H: -6.322 14.635 -13.104
H: -3.863 15.932 -15.288
H: -8.326 15.072 -13.396
H: -5.539 13.091 -12.993
H: -10.225 14.009 -14.584
O: -3.670 13.602 -14.507
H: -8.781 16.155 -12.013
H: -5.426 16.233 -14.498
N: -0.794 12.637 -14.072
N: -4.670 15.626 -14.779
H: -0.166 7.950 -11.206
H: -10.113 13.617 -12.883
O: -10.301 15.653 -13.297
H: -9.909 16.829 -15.479
C: -4.580 14.368 -14.245
C: -0.250 12.017 -12.865
C: -10.593 14.306 -13.591
C: -1.095 12.286 -11.625
C: -0.213 10.531 -13.164
H: -1.169 13.363 -11.436
H: -6.811 18.244 -14.082
N: -7.055 17.330 -13.717
H: -9.060 17.997 -13.463

Löwdin atomic charge list, values in e, 4 entries:
1. H 0.088
2. H 0.079
3. C -0.122
4. C -0.052

=====

12.
Formula: C4H8N2
Source: the Open Molecules 2025 dataset
Level of theory: ωB97M-V/def2-TZVPD

- Spin multiplicity: 1
- Gap between HOMO and LUMO: 7.911 eV

Atoms and positions in Å:
H: 1.849 0.098 0.044
H: 1.284 0.994 1.289
C: 0.347 -0.948 -1.800
N: 1.415 0.986 0.276
H: 1.415 -0.769 -1.921
C: -0.468 -0.144 -1.122
H: -0.054 -1.820 -2.300
H: -0.187 1.859 -0.585
C: -1.096 0.267 0.477
N: 0.080 0.932 -0.264
H: -1.997 0.855 0.382
H: -0.013 -1.140 1.682
H: -1.707 -0.685 2.248
C: -0.870 -0.486 1.595

Löwdin atomic charge list, values in e, 4 entries:
1. H 0.073
2. H 0.081
3. C -0.023
4. N 0.092

=====

no.,F_max (Eh/bohr),DFT total energy (eV)
1,0.0671,-2339000.15099
2,0.0788,-74269.72801
3,0.0308,-131299.05990
4,0.0689,-115636.63552
5,0.0786,-11939.00056
6,0.0754,-160129.87936
7,0.0460,-14007.87616
8,0.0806,-9907.50137
9,0.0414,-18090.73333
10,0.0311,-59547.93149
11,0.0216,-21857.68877
12,0.0091,-7251.96109